C12H28BrN4O4 | ωB97M-V with the def2-TZVPD basis set

Positions of all 49 atoms, in Å:
Br: -1.20 -0.02 0.18
C: 0.69 0.35 -3.12
C: 2.21 0.38 -3.34
O: 2.69 0.73 -4.40
N: 2.95 -0.06 -2.35
C: 4.37 -0.16 -2.45
H: 0.06 0.13 -4.03
H: 0.43 1.33 -2.69
H: 0.42 -0.38 -2.28
H: 2.46 -0.51 -1.53
H: 4.63 0.03 -1.36
H: 4.90 0.68 -2.94
H: 4.79 -0.96 -2.89
C: -0.87 -2.80 2.94
C: -0.61 -1.71 3.91
O: -0.31 -2.02 5.09
N: -1.06 -0.51 3.62
C: -0.80 0.64 4.45
H: 0.01 -2.82 2.30
H: -1.78 -2.85 2.29
H: -0.97 -3.61 3.43
H: -1.25 -0.42 2.69
H: -0.23 0.27 5.25
H: -1.74 1.25 4.55
H: 0.00 1.44 3.96
C: 2.23 0.46 1.97
C: 2.57 -0.82 1.22
O: 3.75 -1.22 1.23
N: 1.63 -1.41 0.56
C: 1.72 -2.50 -0.37
H: 1.43 1.00 1.66
H: 3.14 1.12 1.83
H: 2.10 0.17 2.99
H: 0.72 -0.88 0.65
H: 1.76 -3.29 0.24
H: 2.75 -2.28 -1.08
H: 0.84 -2.35 -0.94
C: -5.01 0.74 -1.11
C: -4.38 1.81 -1.98
O: -5.07 2.49 -2.73
N: -3.07 1.99 -1.79
C: -2.31 3.14 -2.43
H: -4.44 0.84 -0.13
H: -5.02 -0.18 -1.58
H: -6.07 1.13 -0.80
H: -2.58 1.37 -1.05
H: -2.38 3.13 -3.49
H: -1.19 3.07 -2.21
H: -2.91 4.10 -1.96

M, g/mol: 372.3
Charge: -1
HOMO-LUMO gap, eV: 9.201
ΔE to the lowest compared entry with this formula, charge and spin, kcal per mole: 0.00


C21H23N3S | ωB97M-V with the def2-TZVPD basis set

Positions of all 48 atoms, in Å:
C: -7.56 0.98 1.78
C: -6.10 1.26 1.69
C: -5.26 1.72 2.66
C: -3.93 1.87 2.23
C: -3.74 1.51 0.92
C: -2.55 1.53 0.13
N: -1.45 1.93 0.66
N: -0.29 1.98 0.04
C: 0.81 2.55 0.77
C: 2.01 1.60 0.72
N: 2.35 1.36 -0.67
C: 3.64 0.71 -0.87
C: 3.72 -0.70 -0.33
C: 4.02 -0.87 1.00
C: 4.01 -2.13 1.61
C: 3.69 -3.24 0.88
C: 3.40 -3.13 -0.49
C: 3.09 -4.27 -1.26
C: 2.83 -4.18 -2.59
C: 2.89 -2.93 -3.22
C: 3.17 -1.80 -2.51
C: 3.42 -1.85 -1.12
C: 1.25 0.72 -1.36
C: 0.03 1.65 -1.32
S: -5.24 0.98 0.21
H: -8.11 1.58 1.06
H: -7.92 1.22 2.78
H: -7.77 -0.07 1.57
H: -5.59 1.96 3.66
H: -3.13 2.23 2.85
H: -2.66 1.19 -0.90
H: 0.49 2.71 1.80
H: 1.10 3.51 0.32
H: 2.86 2.07 1.21
H: 1.76 0.67 1.25
H: 4.39 1.32 -0.36
H: 3.86 0.74 -1.94
H: 4.28 -0.01 1.60
H: 4.25 -2.21 2.66
H: 3.66 -4.22 1.34
H: 3.07 -5.23 -0.76
H: 2.60 -5.06 -3.17
H: 2.70 -2.86 -4.29
H: 3.22 -0.86 -3.03
H: 1.53 0.55 -2.40
H: 0.98 -0.24 -0.89
H: -0.82 1.15 -1.80
H: 0.26 2.57 -1.88

SMILES string: Cc1ccc(/C=N/N2CCN(Cc3cccc4ccccc34)CC2)s1
M, g/mol: 349.5
Charge: 0
HOMO-LUMO gap, eV: 7.466
ΔE to the lowest compared entry with this formula, charge and spin, kcal per mole: 65.97


C3H6N2O2 | ωB97M-V with the def2-TZVPD basis set

Positions of all 13 atoms, in Å:
C: 0.91 -0.34 1.02
N: -0.51 -0.56 0.62
C: -0.72 -0.71 -0.85
C: -1.60 -0.23 1.27
O: -2.75 -0.26 0.76
N: -1.68 0.53 2.52
O: -1.78 0.00 3.60
H: 1.57 -1.30 0.95
H: 1.25 0.37 0.24
H: 0.91 0.14 2.04
H: -0.58 -1.76 -1.13
H: -1.84 -0.47 -0.90
H: -0.04 -0.06 -1.37

SMILES string: CN(C)C(=O)N=O
M, g/mol: 102.1
Charge: 0
HOMO-LUMO gap (alpha / beta), eV: 8.948 / 8.947
ΔE to the lowest compared entry with this formula, charge and spin, kcal per mole: 109.98


C8H7Cl5O7P2Pt | ωB97M-V with the def2-TZVPD basis set

Positions of all 30 atoms, in Å:
Pt: 0.19 -0.23 -0.38
C: 0.79 -0.98 2.78
C: -0.48 -1.78 2.55
O: -0.76 -2.56 3.65
P: -1.92 -0.75 1.99
O: -2.16 0.15 3.25
O: -3.20 -1.63 1.91
O: -1.58 0.04 0.73
P: -0.35 -3.06 1.05
O: 1.09 -3.67 1.22
O: -1.50 -3.95 1.26
O: -0.35 -2.15 -0.22
H: 0.63 -0.32 3.63
H: 1.06 -0.37 1.92
H: 1.61 -1.65 3.03
H: -1.58 -3.05 3.56
H: -3.03 0.57 3.36
H: -3.31 -2.31 1.23
H: 1.13 -4.56 1.62
Cl: 2.67 -1.88 -1.69
C: 2.99 -0.23 -1.41
C: 1.93 0.56 -0.90
C: 2.08 1.92 -0.67
Cl: 0.66 2.69 -0.09
C: 3.26 2.55 -0.90
Cl: 3.42 4.19 -0.63
C: 4.36 1.75 -1.40
Cl: 5.82 2.46 -1.66
C: 4.20 0.33 -1.67
Cl: 5.47 -0.58 -2.28

M, g/mol: 649.4
Charge: +2
HOMO-LUMO gap (alpha / beta), eV: 3.222 / 3.128


C4H6N2 | ωB97M-V with the def2-TZVPD basis set

Positions of all 12 atoms, in Å:
C: 1.81 -0.09 0.18
C: -0.24 -0.08 0.08
C: -1.43 -0.93 -0.36
N: -1.30 -0.47 1.00
C: -0.11 1.29 -0.38
N: 0.38 2.30 -0.70
H: 1.88 0.18 -0.87
H: 2.75 -0.66 0.42
H: 1.78 0.75 0.86
H: -2.25 -0.53 -0.98
H: -1.28 -1.99 -0.50
H: -1.99 0.25 1.26

M, g/mol: 82.1
Charge: 0
HOMO-LUMO gap, eV: 10.360
ΔE to the lowest compared entry with this formula, charge and spin, kcal per mole: 108.24


Maximum force (eV/Å)
6.58 1.15 3.91 3.96 2.04
Energy (eV)
-97093.07305 -37454.73304 -10280.02811 -107160.81289 -7220.89732